Record 1
Entry from the Open Molecules 2025 dataset: a molecular structure, C37H28CaClIN3OP2S2 (wB97M-V/def2-TZVPD).

Element x y z (Å)
Ca: -0.96042 1.37145 -1.03342
S: 0.75133 2.65277 0.94540
P: 1.59712 0.82127 0.83189
C: 0.83243 -0.22079 -0.19545
P: -0.04446 -1.61367 -0.18778
S: -1.87939 -1.44667 -1.02847
C: -0.30374 -2.32319 1.48755
C: -0.92767 -1.49735 2.42551
C: -1.12060 -1.92546 3.72741
C: -0.69537 -3.19230 4.11421
C: -0.08095 -4.02117 3.18993
C: 0.11514 -3.58808 1.88155
C: 0.82031 -2.99197 -1.04049
C: 0.13130 -4.04610 -1.63449
C: 0.82658 -5.09199 -2.22742
C: 2.21599 -5.09034 -2.23469
C: 2.90857 -4.03883 -1.65072
C: 2.21074 -2.99381 -1.05833
C: 3.33562 1.09252 0.30978
C: 3.78462 0.55064 -0.88752
C: 5.09754 0.74922 -1.30166
C: 5.96939 1.48617 -0.51378
C: 5.52479 2.03025 0.68595
C: 4.21431 1.83711 1.09333
C: 1.86235 0.19315 2.54102
C: 1.44722 0.89626 3.66525
C: 1.62462 0.35999 4.93660
C: 2.21739 -0.88406 5.09163
C: 2.63686 -1.59203 3.97181
C: 2.46229 -1.05472 2.70721
H: -1.24731 -0.50528 2.12305
H: -1.58925 -1.26521 4.44735
H: -0.83753 -3.52494 5.13563
H: 0.25439 -5.00893 3.48422
H: 0.60418 -4.24274 1.17104
H: -0.95171 -4.02716 -1.63470
H: 0.28420 -5.90794 -2.69022
H: 2.75740 -5.90360 -2.70341
H: 3.99191 -4.02773 -1.66342
H: 2.73497 -2.15454 -0.61414
H: 3.08407 -0.02167 -1.48534
H: 5.43768 0.32720 -2.23979
H: 6.99352 1.64038 -0.83220
H: 6.20326 2.60892 1.30162
H: 3.86159 2.27000 2.02272
H: 0.97553 1.86134 3.52629
H: 1.29589 0.91693 5.80642
H: 2.34805 -1.30705 6.08076
H: 3.08669 -2.57100 4.08561
H: 2.77587 -1.61401 1.83226
Cl: -5.18027 4.49199 -6.21306
C: -4.00360 4.15242 -4.96260
C: -3.40959 5.18893 -4.30058
C: -2.45935 4.95130 -3.30105
I: -1.57526 6.55750 -2.30698
C: -2.05535 3.66530 -2.92269
O: -1.17494 3.40752 -2.03999
C: -2.73159 2.58059 -3.61858
N: -2.38810 1.32987 -3.21759
C: -2.93141 0.29621 -3.81891
C: -3.86462 0.43100 -4.86167
C: -4.24301 1.67927 -5.26384
C: -3.68187 2.81352 -4.64026
H: -3.67521 6.20634 -4.55478
H: -2.62854 -0.68095 -3.46149
H: -4.27674 -0.45549 -5.32487
H: -4.96825 1.81638 -6.05491
N: -3.82519 2.67810 2.30625
C: -4.45736 1.46544 2.13411
C: -3.85347 0.89076 1.05919
N: -2.87582 1.73022 0.57590
C: -2.88039 2.78994 1.34756
H: -4.01141 3.35407 3.02429
H: -5.24855 1.13147 2.78084
H: -4.02387 -0.07486 0.61412
H: -2.21355 3.63190 1.25603

Atoms 1-3, force components in eV/Å:
0.0 -0.2 0.1
0.0 0.1 0.0
-0.1 0.0 0.1

Computed properties:
LUMO   2.33 eV
Energy   -4581.13887 Eh
Charge   -1
2S+1   1
Maximum force   0.2 eV/A
Highest occupied orbital energy   -4.39 eV
Gap between HOMO and LUMO   6.72 eV


Record 2
Entry from the Open Molecules 2025 dataset: a molecular structure, C37H28F20GeN2O2PtSTe at a distorted geometry (wB97M-V/def2-TZVPD).

Element x y z (Å)
Pt: -0.06966 1.03030 -0.81216
C: -3.69069 -3.11954 -4.87856
C: -3.00679 -3.73466 -3.64895
C: -1.97577 -4.77825 -4.10068
C: -4.06353 -4.43281 -2.79386
C: -2.30109 -2.62152 -2.88320
C: -2.67296 -2.22769 -1.60421
C: -2.00450 -1.19517 -0.97162
N: -0.99950 -0.55637 -1.56443
C: -0.60400 -0.91247 -2.80466
C: -1.23841 -1.93696 -3.47500
C: 0.54127 -0.13152 -3.32572
C: 1.14335 -0.33256 -4.54968
C: 2.25462 0.42184 -4.92771
C: 2.72584 1.34958 -4.00778
C: 2.08107 1.52222 -2.79573
N: 1.00120 0.81032 -2.47452
C: 2.88203 0.21188 -6.30060
C: 3.32028 -1.25290 -6.43824
C: 1.83291 0.53925 -7.37302
C: 4.10004 1.10902 -6.51495
H: -4.20213 -3.89840 -5.44686
H: -2.96946 -2.63924 -5.54172
H: -4.42844 -2.37221 -4.58207
H: -2.48281 -5.59415 -4.61801
H: -1.44035 -5.19658 -3.24670
H: -1.24150 -4.35868 -4.78937
H: -4.51077 -5.24577 -3.36681
H: -4.86712 -3.75269 -2.50627
H: -3.63141 -4.86277 -1.88839
H: -3.47904 -2.71183 -1.07471
H: -2.23951 -0.85457 0.02743
H: -0.90420 -2.20753 -4.46636
H: 0.74961 -1.08661 -5.21628
H: 3.59374 1.95786 -4.21130
H: 2.39294 2.24960 -2.05620
H: 2.47604 -1.94005 -6.36613
H: 4.04292 -1.52015 -5.66546
H: 3.78967 -1.40700 -7.41121
H: 0.97394 -0.13131 -7.31703
H: 2.27451 0.43386 -8.36536
H: 1.47102 1.56327 -7.26780
H: 4.88559 0.90719 -5.78459
H: 3.83883 2.16718 -6.46019
H: 4.51415 0.92224 -7.50630
F: -2.60684 1.29760 2.91124
C: -2.72464 1.49289 4.22328
C: -1.59436 1.64003 5.00189
C: -1.78918 1.87764 6.35136
F: -0.73244 2.08399 7.15187
C: -3.04615 1.94137 6.92121
F: -3.19773 2.17035 8.22493
C: -4.15889 1.76757 6.11438
F: -5.37702 1.82037 6.64262
C: -4.00026 1.54461 4.75817
F: -5.07187 1.38136 3.98131
Ge: 0.23778 1.52939 4.31474
S: 0.42602 0.44977 2.36568
C: 1.10843 3.25802 4.57235
C: 2.48027 3.37440 4.41868
F: 3.19872 2.28240 4.11588
C: 3.14499 4.58071 4.51176
F: 4.46405 4.65142 4.35861
C: 2.41029 5.72893 4.76170
F: 3.02545 6.89955 4.85980
C: 1.03621 5.65404 4.90580
F: 0.33440 6.75990 5.14097
C: 0.40329 4.42800 4.79615
F: -0.92504 4.41546 4.91495
C: 1.05483 0.24374 5.60049
C: 0.72382 -1.09895 5.52502
F: -0.20155 -1.51477 4.64147
C: 1.28809 -2.07238 6.32585
F: 0.93276 -3.35253 6.19472
C: 2.22468 -1.70600 7.27470
F: 2.77749 -2.62357 8.06045
C: 2.55617 -0.37193 7.41607
F: 3.42245 -0.00028 8.35765
C: 1.96608 0.57224 6.59207
F: 2.27707 1.84707 6.85288
C: -2.96229 -1.91933 2.75084
O: -1.69965 -2.19044 2.16405
H: -2.89133 -1.79535 3.83530
H: -3.68743 -2.71129 2.53678
H: -3.32427 -0.98422 2.32951
H: -1.20635 -2.77978 2.74060
F: 1.59604 5.01737 0.92459
Te: 1.64178 3.17614 1.28020
F: 3.40100 3.32186 0.40996
F: 1.90712 -0.13783 2.88376
F: -1.30833 1.14956 0.73872
F: -0.16465 3.54036 2.00826
O: 0.93328 2.70588 -0.33414

Atoms 1-3, force components in eV/Å:
-0.3 0.1 -0.1
0.0 0.0 0.0
0.0 0.0 0.0

Computed properties:
LUMO   -1.03 eV
Energy   -6546.49758 Eh
2S+1   1
Maximum force   1.1 eV/A
Energy above the lowest of the compared OMol25 structures with the same formula, charge and spin   24.4 kcal/mol
Highest occupied orbital energy   -8.90 eV
Gap between HOMO and LUMO   7.87 eV


Record 3
Entry from the Open Molecules 2025 dataset: a molecular structure, C37H28F3FeN4O5S2 at a distorted geometry (wB97M-V/def2-TZVPD).

Element x y z (Å)
Fe: -0.26640 -0.10620 0.35487
S: -0.95454 -1.30562 -1.80322
C: -1.98317 -2.56766 -1.37108
C: -2.48276 -3.49517 -2.32792
C: -3.34487 -4.49184 -1.96422
C: -3.74941 -4.61297 -0.61397
C: -3.28755 -3.74360 0.33833
C: -2.39378 -2.69441 -0.00210
S: -1.85590 -1.61179 1.18884
H: -2.16427 -3.38609 -3.35770
H: -3.72104 -5.18452 -2.70854
H: -4.43437 -5.40402 -0.32803
H: -3.60252 -3.83623 1.37102
C: -2.37223 6.60351 -2.60048
C: -1.74493 5.71677 -3.67036
C: -0.68494 6.49687 -4.43531
C: -0.08768 5.64142 -5.53922
C: 0.44412 4.36059 -4.95561
C: 1.51583 3.68560 -5.60349
C: 1.98129 2.51565 -5.04142
F: 3.01647 1.87155 -5.66535
C: 1.46411 1.96612 -3.89660
C: 0.38850 2.62865 -3.23277
C: -0.18537 2.04557 -2.06924
O: 0.28753 0.95179 -1.61285
C: -1.31987 2.73455 -1.48054
C: -1.74293 3.89328 -2.02633
N: -1.14370 4.51046 -3.10319
C: -0.09787 3.84934 -3.78996
C: -2.09785 2.25854 -0.26090
O: -3.11928 2.88626 0.04897
O: -1.65952 1.26487 0.41024
H: -2.61935 7.57001 -3.04556
H: -1.66664 6.76357 -1.78196
H: -3.28721 6.18462 -2.18499
H: -2.53151 5.42611 -4.38426
H: 0.10299 6.78484 -3.73023
H: -1.13543 7.40726 -4.83846
H: 0.71674 6.17890 -6.05036
H: -0.85972 5.43244 -6.29180
H: 1.95888 4.08183 -6.50962
H: 1.84023 1.03911 -3.48534
H: -2.59906 4.37263 -1.58046
C: 5.67681 -2.31088 -5.97551
O: 6.82648 -2.59366 -5.19690
C: 6.89683 -1.99935 -3.96986
C: 6.04449 -0.98760 -3.54103
C: 6.16527 -0.48464 -2.25259
C: 7.13099 -0.98123 -1.36119
C: 8.02562 -1.94933 -1.84398
C: 7.90364 -2.45623 -3.12048
N: 7.24711 -0.57893 -0.04503
N: 6.22964 0.14201 0.38657
C: 4.97804 -0.30879 0.44990
C: 4.63691 -1.68973 0.47054
C: 3.32996 -2.13387 0.47427
C: 2.25385 -1.22036 0.47205
O: 1.02719 -1.55024 0.43015
C: 2.57930 0.19055 0.50574
N: 1.51396 1.00872 0.50507
C: 1.70509 2.30626 0.48542
C: 2.98703 2.86446 0.46491
C: 4.08445 2.04137 0.48136
C: 3.89583 0.65487 0.50498
H: 5.69996 -2.99987 -6.81606
H: 5.68600 -1.28567 -6.35311
H: 4.75995 -2.46743 -5.40440
H: 5.28261 -0.57754 -4.19137
H: 5.50728 0.31133 -1.92900
H: 8.78870 -2.32759 -1.17406
H: 8.57766 -3.22465 -3.47922
H: 5.45357 -2.40129 0.46253
H: 3.10064 -3.19255 0.45726
H: 0.81350 2.92197 0.48735
H: 3.09496 3.94076 0.43398
H: 5.09260 2.43655 0.47684
F: -0.05612 1.64589 2.59468
C: -0.19546 0.29485 2.31526
F: 0.89063 -0.28657 2.96423
H: -1.08333 -0.01251 2.86814

Atoms 1-3, force components in eV/Å:
-1.8 -0.4 -0.4
0.8 1.0 -0.4
-1.2 -1.4 0.8

Computed properties:
LUMO (spin up / spin down)   3.47 / 3.47 eV
Energy   -4381.68497 Eh
Charge   -2
2S+1   6
⟨S²⟩   8.948
Maximum force   4.1 eV/A
Energy above the lowest of the compared OMol25 structures with the same formula, charge and spin   31.1 kcal/mol
Highest occupied orbital energy (spin up / spin down)   -0.43 / -0.47 eV
Gap between HOMO and LUMO (spin up / spin down)   3.90 / 3.94 eV